{
  "formula": "C10H16Cl3NO3Ti",
  "method": "ωB97M-V with the def2-TZVPD basis set",
  "homo_lumo_gap_ev": 5.147,
  "lumo_ev": 5.19,
  "charge": -2,
  "species": ["C", "C", "C", "C", "C", "C", "C", "C", "C", "C", "Ti", "Cl", "Cl", "Cl", "H", "H", "H", "H", "H", "H", "H", "H", "H", "H", "H", "H", "H", "H", "H", "O", "H", "O", "N", "O"],
  "coordinates": [[-0.9905, 0.8518, -0.5751], [-1.2061, -0.5430, -0.9096], [0.0943, -1.1874, -0.8889], [-2.4421, -1.1004, -1.5262], [1.0758, -0.1926, -0.6289], [0.4224, 1.0569, -0.4539], [1.0869, 2.3715, -0.3496], [-2.0157, 1.9129, -0.6454], [0.3751, -2.5749, -1.3253], [2.5414, -0.4271, -0.6326], [-1.2153, -0.5961, 1.3106], [-1.9723, -2.7193, 1.1943], [-3.2916, -0.0357, 2.0256], [0.6255, -1.6258, 2.3704], [-3.3035, -0.4651, -1.3046], [-2.6618, -2.1068, -1.1503], [-2.3332, -1.1549, -2.6166], [-0.3757, -3.2752, -0.9403], [1.3511, -2.9083, -0.9568], [0.3910, -2.6479, -2.4220], [2.7917, -1.3748, -0.1307], [3.0656, 0.3652, -0.0821], [2.9440, -0.4592, -1.6597], [2.0147, 2.3001, 0.2276], [0.4320, 3.0670, 0.1813], [1.3202, 2.7960, -1.3389], [-2.9953, 1.5284, -0.3537], [-2.0892, 2.3447, -1.6507], [-1.7699, 2.7155, 0.0531], [-0.6403, 0.9423, 2.2869], [0.3236, 0.9706, 2.4546], [3.2533, -0.0192, 4.1819], [2.5122, 0.8007, 3.6622], [2.6817, 1.3901, 2.5934]],
  "nbo_charge": [-0.051, -0.261, -0.042, -0.622, -0.011, -0.014, -0.650, -0.648, -0.641, -0.651, 1.106, -0.450, -0.413, -0.444, 0.215, 0.240, 0.182, 0.237, 0.216, 0.186, 0.228, 0.243, 0.185, 0.251, 0.217, 0.188, 0.228, 0.183, 0.223, -0.966, 0.505, -0.568, 0.223, -0.625]
}

=====

{
  "formula": "C10H16N3",
  "method": "ωB97M-V with the def2-TZVPD basis set",
  "homo_lumo_gap_ev": 7.914,
  "lumo_ev": -3.40,
  "charge": 1,
  "species": ["C", "C", "C", "C", "C", "C", "C", "C", "C", "C", "N", "N", "N", "H", "H", "H", "H", "H", "H", "H", "H", "H", "H", "H", "H", "H", "H", "H", "H"],
  "coordinates": [[3.1074, 3.0264, -0.1183], [1.9981, 3.4504, -0.8269], [3.3140, 1.6500, 0.0556], [1.0063, 2.6211, -1.3309], [2.2616, 0.8513, -0.2461], [1.1327, 1.2471, -0.9510], [-0.2938, -0.5242, 0.8971], [-1.8580, -1.8925, 2.1445], [-1.3737, -2.5779, -0.1031], [-1.4429, -1.3109, 0.7412], [0.4946, -0.0946, 1.7131], [0.2469, 0.2029, -1.1125], [-0.9969, 0.5174, -2.0077], [3.8962, 3.7762, 0.0455], [2.0077, 4.5219, -0.9297], [4.2998, 1.3078, 0.4553], [0.2178, 3.0518, -1.9363], [2.3179, -0.2798, -0.1494], [-0.9388, -2.2709, 2.5473], [-2.6144, -2.6859, 2.1216], [-2.0821, -1.1015, 2.7251], [-0.6252, -2.4159, -0.8903], [-2.3439, -2.8403, -0.4492], [-0.9269, -3.3372, 0.5765], [-2.1332, -0.4303, 0.3234], [1.2990, 0.5276, 1.6941], [-0.5869, 1.1164, -2.6873], [-1.4404, -0.4360, -2.3430], [-1.7300, 1.0328, -1.3641]],
  "nbo_charge": [-0.240, -0.168, -0.160, -0.316, -0.315, 0.097, 0.642, -0.556, -0.596, -0.358, -0.546, -0.427, -0.600, 0.233, 0.229, 0.243, 0.213, 0.232, 0.223, 0.240, 0.216, 0.224, 0.237, 0.238, 0.227, 0.461, 0.441, 0.461, 0.426]
}

=====

{
  "formula": "C10H16N3O",
  "method": "ωB97M-V with the def2-TZVPD basis set",
  "homo_lumo_gap_ev": [7.939, 7.941],
  "lumo_ev": [-5.02, -5.02],
  "charge": 1,
  "species": ["C", "C", "C", "C", "C", "C", "C", "C", "C", "C", "N", "N", "N", "O", "H", "H", "H", "H", "H", "H", "H", "H", "H", "H", "H", "H", "H", "H", "H", "H"],
  "coordinates": [[-3.7328, 1.1997, 0.2947], [-0.6865, -0.9800, 0.2415], [-2.8446, 0.1481, -0.0647], [-1.7124, -1.7949, -0.1029], [-1.5616, -3.2996, -0.2735], [3.4074, -0.3668, 1.1383], [0.0249, 2.1259, -0.6444], [1.1392, 1.1832, -1.2861], [-0.3748, 1.4900, 0.6869], [2.3152, 1.0211, -0.3245], [-4.4016, 2.0499, 0.6299], [-2.9513, -1.1383, -0.2731], [-1.0581, 0.2936, 0.3607], [2.2159, -0.2718, 0.3864], [0.4114, -1.2838, 0.1374], [-2.3356, -3.7556, 0.2855], [-1.6374, -3.6109, -1.3299], [-0.6715, -3.7455, 0.0249], [3.4441, -1.2944, 1.6288], [3.4579, 0.4305, 1.8668], [4.3762, -0.3202, 0.5813], [0.4976, 3.0257, -0.4669], [-0.7364, 2.4335, -1.2931], [1.6735, 1.7297, -2.1331], [0.6402, 0.3239, -1.4874], [-0.9993, 2.0689, 1.3197], [0.4525, 1.2742, 1.2918], [2.2822, 1.7630, 0.4052], [3.1818, 0.9248, -0.9031], [-3.8163, -1.6237, -0.6973]],
  "nbo_charge": [0.144, 0.011, 0.330, 0.118, -0.648, -0.259, -0.400, -0.418, -0.250, -0.070, -0.137, -0.436, -0.245, -0.578, 0.314, 0.236, 0.241, 0.257, 0.199, 0.171, 0.181, 0.220, 0.227, 0.240, 0.202, 0.239, 0.245, 0.174, 0.198, 0.494]
}

=====

{
  "formula": "C10H16N4O6",
  "method": "ωB97M-V with the def2-TZVPD basis set",
  "homo_lumo_gap_ev": 9.058,
  "smiles": "N[C@@H](Cc1c[nH]cn1)C(=O)O.N[C@@H](CC(=O)O)C(=O)O",
  "lumo_ev": 0.63,
  "species": ["N", "C", "C", "C", "C", "N", "C", "N", "C", "O", "O", "H", "H", "H", "H", "H", "H", "H", "H", "H", "N", "C", "C", "C", "O", "O", "C", "O", "O", "H", "H", "H", "H", "H", "H", "H"],
  "coordinates": [[0.0985, 0.5445, -0.4037], [0.2541, 1.1975, -1.6871], [-0.4283, 0.3804, -2.7970], [-1.9232, 0.4021, -2.6999], [-2.8138, 1.0298, -3.5254], [-4.0554, 0.7808, -2.9878], [-3.8663, 0.0318, -1.8715], [-2.5967, -0.2161, -1.6633], [-0.2185, 2.6481, -1.7864], [-0.3030, 3.2747, -2.8176], [-0.5003, 3.2017, -0.5895], [-0.8712, 0.2621, -0.2812], [0.3332, 1.1821, 0.3497], [1.3265, 1.2444, -1.9277], [-0.0631, -0.6487, -2.7168], [-0.1252, 0.7826, -3.7673], [-2.6728, 1.6274, -4.4138], [-4.9401, 1.0893, -3.3575], [-4.6869, -0.3060, -1.2512], [-0.7519, 4.1202, -0.7787], [1.9015, -0.9200, 4.6188], [1.4893, -1.3071, 3.2717], [2.1680, -0.4178, 2.2437], [1.6255, -0.6644, 0.8602], [0.6834, -1.3744, 0.5968], [2.3033, 0.0207, -0.0775], [1.8112, -2.7695, 2.9872], [2.7502, -3.1707, 2.3409], [0.9652, -3.5954, 3.6317], [1.4011, -1.4764, 5.3051], [2.8914, -1.1104, 4.7474], [0.4047, -1.1852, 3.1981], [2.0111, 0.6340, 2.5092], [3.2492, -0.5950, 2.2285], [1.8839, -0.1981, -0.9269], [1.2656, -4.4988, 3.4388]],
  "nbo_charge": [-0.838, -0.151, -0.426, 0.073, -0.094, -0.522, 0.173, -0.479, 0.784, -0.611, -0.684, 0.400, 0.363, 0.199, 0.233, 0.236, 0.226, 0.419, 0.199, 0.497, -0.807, -0.154, -0.522, 0.820, -0.590, -0.695, 0.787, -0.600, -0.683, 0.368, 0.357, 0.228, 0.243, 0.249, 0.505, 0.496]
}

=====

{
  "formula": "C10H16NS",
  "method": "ωB97M-V with the def2-TZVPD basis set",
  "homo_lumo_gap_ev": 5.417,
  "lumo_ev": 3.55,
  "charge": -1,
  "species": ["C", "C", "C", "C", "C", "C", "C", "C", "C", "C", "N", "S", "H", "H", "H", "H", "H", "H", "H", "H", "H", "H", "H", "H", "H", "H", "H", "H"],
  "coordinates": [[0.7248, -1.0937, -0.3157], [-0.6008, -1.2158, -0.4327], [1.4048, 0.0595, -0.5440], [-0.4859, 1.1029, -0.3920], [3.5436, 1.2830, -0.9171], [3.2413, -0.2235, 1.0885], [-2.7970, -0.3041, 1.5393], [-3.5045, -0.7138, -1.0008], [2.5738, 0.7300, 0.0606], [-2.7030, 0.1693, -0.0509], [-1.2596, -0.0006, -0.4553], [-0.8493, 2.6983, -0.5361], [1.2756, -1.9926, -0.0873], [-1.2627, -2.0678, -0.3791], [3.6808, 0.4954, -1.7927], [4.4654, 1.4307, -0.3640], [3.1538, 2.3266, -1.3717], [3.9744, 0.1844, 1.8159], [3.5067, -1.2063, 0.4827], [2.2482, -0.5794, 1.7249], [-3.8816, -0.2944, 1.6377], [-2.2964, 0.5434, 1.9743], [-2.2642, -1.3292, 1.6590], [-3.5524, -0.5721, -2.0871], [-4.5695, -0.6754, -0.7578], [-3.0214, -1.6903, -0.9118], [2.2567, 1.6604, 0.4407], [-3.0016, 1.2752, -0.0275]],
  "nbo_charge": [-0.332, -0.238, -0.093, 0.038, -0.574, -0.626, -0.635, -0.634, -0.355, -0.022, -0.448, -0.370, 0.191, 0.178, 0.193, 0.182, 0.211, 0.202, 0.199, 0.215, 0.192, 0.226, 0.217, 0.218, 0.192, 0.207, 0.225, 0.239]
}

=====

{
  "formula": "C10H16O",
  "method": "ωB97M-V with the def2-TZVPD basis set",
  "homo_lumo_gap_ev": [2.508, 6.814],
  "lumo_ev": [3.53, 3.46],
  "multiplicity": 2,
  "charge": -1,
  "species": ["C", "C", "C", "C", "C", "C", "C", "O", "H", "H", "H", "H", "H", "H", "H", "H", "C", "C", "C", "H", "H", "H", "H", "H", "H", "H", "H"],
  "coordinates": [[-2.1908, -0.5780, 2.1290], [1.5758, -0.5111, 2.6239], [1.9652, -1.5820, 1.7445], [0.2033, -0.1626, 2.7342], [-0.7303, -0.8926, 2.0216], [1.0358, -2.2340, 1.0028], [-0.3130, -1.8476, 1.0687], [3.3282, -1.7614, 1.6774], [2.4306, -0.0882, 3.1294], [-0.2813, 0.5150, 3.4297], [1.1448, -3.1076, 0.3568], [3.6232, -2.5504, 1.2556], [-2.3518, 0.4440, 2.4399], [-2.7094, -1.2460, 2.8378], [-1.0739, -2.3196, 0.4672], [-2.7520, -0.7333, 1.2024], [-0.8276, 2.0269, -2.8940], [-0.8716, 0.6675, -2.2535], [0.6104, 2.5137, -3.0963], [-1.2977, 2.1438, -3.8711], [-1.3400, 2.6996, -2.1980], [-0.3358, 0.6502, -1.2810], [0.8729, 2.8954, -4.0988], [-0.1597, -0.0626, -2.6333], [-1.8612, 0.2152, -2.3275], [1.0095, 3.2513, -2.4173], [1.2965, 1.6545, -3.0501]],
  "nbo_charge": [-0.619, -0.451, 0.270, -0.297, -0.058, -0.421, -0.388, -0.738, 0.192, 0.179, 0.180, 0.459, 0.193, 0.187, 0.173, 0.189, -0.413, -0.659, -0.620, 0.188, 0.196, 0.246, 0.191, 0.204, 0.205, 0.206, 0.206]
}

=====

{
  "formula": "C10H16O",
  "method": "ωB97M-V with the def2-TZVPD basis set",
  "homo_lumo_gap_ev": 9.239,
  "smiles": "C=C(C)[C@@H](C=O)CC=C(C)C",
  "lumo_ev": 0.81,
  "species": ["C", "C", "C", "C", "C", "O", "C", "C", "C", "C", "C", "H", "H", "H", "H", "H", "H", "H", "H", "H", "H", "H", "H", "H", "H", "H", "H"],
  "coordinates": [[-2.5952, 1.2379, -0.6208], [-2.0279, 0.6978, 0.4096], [-2.5774, 1.0924, 1.7665], [-0.9581, -0.4037, 0.2842], [-1.5299, -1.8259, 0.6041], [-0.9824, -2.8424, 0.3194], [-0.2748, -0.2459, -1.0681], [1.0544, -0.9071, -0.8713], [2.2091, -0.2379, -0.5685], [3.4400, -1.1007, -0.4558], [2.4111, 1.2301, -0.2615], [-3.4173, 1.8637, -0.4989], [-2.3176, 1.1137, -1.6770], [-1.8442, 1.1468, 2.5235], [-3.1481, 0.2409, 2.0509], [-3.1906, 2.0630, 1.8661], [-0.2574, -0.1650, 1.0926], [-2.4485, -1.8327, 1.2965], [-0.2227, 0.8032, -1.2302], [-0.8506, -0.7422, -1.7636], [1.1485, -1.9947, -1.1270], [4.1801, -0.7453, 0.2422], [3.7330, -1.2238, -1.4776], [3.0720, -2.0152, -0.1251], [2.7570, 1.7074, -1.1890], [3.1009, 1.3357, 0.5455], [1.5366, 1.7498, -0.0667]],
  "nbo_charge": [-0.416, 0.036, -0.643, -0.351, 0.470, -0.507, -0.430, -0.206, 0.029, -0.644, -0.652, 0.192, 0.196, 0.211, 0.212, 0.224, 0.235, 0.100, 0.220, 0.216, 0.215, 0.206, 0.219, 0.218, 0.222, 0.216, 0.210]
}

=====

{
  "formula": "C10H16O",
  "method": "ωB97M-V with the def2-TZVPD basis set",
  "homo_lumo_gap_ev": 9.245,
  "smiles": "Cc1ccc(O)cc1.CCC",
  "lumo_ev": 0.82,
  "species": ["C", "C", "C", "C", "C", "O", "C", "C", "H", "H", "H", "H", "H", "H", "H", "H", "C", "C", "C", "H", "H", "H", "H", "H", "H", "H", "H"],
  "coordinates": [[-0.6643, -2.6503, -0.6226], [-0.5698, -1.7327, 0.5544], [0.4943, -1.3921, 1.4115], [0.3844, -0.3835, 2.3595], [-0.7688, 0.3361, 2.6257], [-0.8759, 1.5741, 3.1882], [-1.8926, -0.1798, 1.9401], [-1.7713, -1.0623, 0.8840], [-0.0568, -2.1937, -1.4510], [-1.7700, -2.6934, -0.9035], [-0.2506, -3.6624, -0.6629], [1.4480, -1.8259, 1.0519], [1.2250, 0.3227, 2.5201], [0.0494, 1.8624, 3.1814], [-2.8488, 0.2926, 2.2467], [-2.6093, -1.2094, 0.1847], [0.7678, 2.1254, -0.6516], [1.1515, 0.8384, -1.3411], [0.8793, 0.9122, -2.8435], [1.5072, 2.9032, -1.0221], [0.7452, 2.2160, 0.4152], [-0.2189, 2.3108, -1.0642], [2.2270, 0.7048, -1.0779], [0.7432, -0.1728, -1.0376], [0.1692, 0.1947, -3.2128], [0.6909, 1.8923, -3.2659], [1.8148, 0.6730, -3.4069]],
  "nbo_charge": [-0.637, -0.053, -0.190, -0.307, 0.305, -0.650, -0.251, -0.191, 0.216, 0.220, 0.232, 0.215, 0.191, 0.476, 0.218, 0.207, -0.600, -0.413, -0.626, 0.201, 0.204, 0.204, 0.190, 0.211, 0.209, 0.209, 0.210]
}